[1]
DFT (ωB97M-V/def2-TZVPD) results for a molecular structure, C14H36LiN2O7 at a distorted geometry.

```
60
Properties=species:S:1:pos:R:3:forces:R:3
Li -0.493250 0.409793 -1.667269 -5.627 1.272 -8.017
O -0.326396 2.728895 1.908441 0.303 1.853 -1.242
C 0.397737 3.006197 0.758957 -1.699 -0.531 1.609
C -0.245790 2.474424 -0.609050 -0.686 -0.489 1.263
O -0.792302 1.204496 -0.680948 -3.221 11.084 6.676
H 1.396683 2.744817 1.108083 1.419 -1.292 -1.226
H 0.670189 4.041962 0.556329 -0.650 1.407 -0.428
H 0.485498 2.614967 -1.405019 1.287 0.335 -0.564
H -1.060571 3.096708 -0.979171 -0.111 1.223 0.809
C -0.134738 -3.440556 1.548783 -0.520 -0.111 1.769
O -0.237241 -2.240157 0.919205 -0.127 1.352 -2.060
C 0.767680 -1.255304 1.298075 -0.806 -2.855 1.857
C 0.254656 0.099240 0.971672 -3.272 0.416 4.621
N -1.089336 0.363132 1.652983 2.640 -0.967 -0.506
C -0.933577 0.507684 3.093899 -1.748 -1.731 0.213
C -2.379293 0.489382 3.664270 1.598 0.979 -0.247
O -2.954085 -0.810852 3.624979 -0.336 -0.589 0.684
C -4.272276 -0.813761 4.147375 -0.278 0.045 -1.614
H -0.765916 -4.179118 1.054571 0.381 -0.187 -0.211
H -0.566973 -3.273040 2.535297 -0.226 -0.485 0.611
H 0.886277 -3.750829 1.770924 0.314 -0.409 -0.597
H 1.641047 -1.554871 0.718775 0.244 -0.456 0.906
H 0.940822 -1.451425 2.356214 0.254 0.280 0.332
H 0.100027 0.202350 -0.102365 -1.417 0.001 2.477
H 0.965929 0.874683 1.256062 -0.342 -0.113 0.389
H -1.508250 -0.509785 1.365534 -0.964 -0.353 0.853
H -0.311496 1.357532 3.374776 -0.692 0.437 -0.517
H -0.459393 -0.339367 3.589641 0.352 -0.761 0.152
H -2.920622 1.165803 3.002809 -0.404 0.162 0.179
H -2.330501 0.862540 4.687239 -0.356 0.071 0.285
H -4.866349 -1.607881 3.695081 0.406 -0.561 -0.172
H -4.768234 0.060892 3.726537 -0.241 0.497 0.645
H -4.429666 -0.943981 5.218065 0.602 0.477 0.306
C 4.518090 -2.384815 -1.021595 -0.093 0.977 -0.961
O 3.284662 -1.755172 -0.736216 0.380 0.099 0.077
C 3.174628 -0.363159 -1.111492 -0.782 -0.615 0.248
C 1.735589 0.082199 -0.786255 4.227 0.632 -1.663
N 0.715238 -0.246632 -1.739491 11.187 -5.496 -2.664
C 0.845597 0.340265 -3.083258 0.747 -0.185 -0.548
C -0.442466 0.240909 -3.881490 -0.689 0.643 -0.046
O -1.497567 1.040417 -3.320611 0.103 0.801 -1.094
C -1.418110 2.495982 -3.511680 1.088 -1.133 0.076
H 5.420888 -1.809871 -0.815445 -0.027 0.434 1.106
H 4.638104 -2.391799 -2.104949 -0.250 -0.966 -0.476
H 4.578212 -3.357752 -0.533867 -0.194 0.083 -0.248
H 3.350128 -0.205046 -2.175593 0.477 -0.283 -0.359
H 3.902811 0.213128 -0.540759 0.061 0.134 0.084
H 1.790915 1.163423 -0.659795 -0.187 0.036 -0.134
H 1.370886 -0.320923 0.158505 3.173 0.668 -3.007
H 0.755996 -1.240643 -1.913768 0.145 -0.402 0.336
H 1.574675 -0.240773 -3.648013 0.437 0.385 -0.267
H 1.135966 1.385181 -2.973949 0.247 -0.018 -0.115
H -0.769071 -0.798763 -3.904036 -0.362 0.012 0.347
H -0.286221 0.450809 -4.939614 0.279 0.573 -0.144
H -2.289328 2.954387 -3.043764 -0.122 -0.338 -0.452
H -1.224805 2.728400 -4.558925 -0.763 -0.014 -0.371
H -0.561062 2.949177 -3.013513 0.056 -0.370 0.324
O -1.407665 -0.729380 -1.513718 -4.897 -5.716 0.110
H -1.236175 -1.670171 -1.555205 0.007 -0.368 0.341
H -2.320208 -0.663948 -1.232259 -0.327 0.424 0.270
```
Positions in Å, forces in eV/Å.

The calculation puts the HOMO energy at -1.680 eV. The value obtained for the frontier orbital gap is 0.13785 Eh. The electronic energy comes out at -1198.143279 hartree. Its charge is -1.

=====

[2]
DFT (ωB97M-V/def2-TZVPD) results for a molecular structure, CH4O2SSi.

```
9
Properties=species:S:1:pos:R:3:forces:R:3
C -1.101261 1.119744 -0.326735 0.081 0.716 0.037
O -1.349931 4.268126 -0.564213 0.281 -0.355 0.218
O 0.530152 3.413142 -1.886032 0.035 -0.233 0.344
Si 0.155675 -0.238633 -0.249967 0.299 0.141 -0.215
S -0.227135 3.371763 -0.665054 -0.631 -0.270 -0.395
H -1.802567 1.270647 0.490181 -0.188 0.231 0.052
H 1.426305 0.495786 -0.241575 0.245 0.009 -0.037
H -0.014883 -0.984055 -1.495704 0.019 -0.180 -0.235
H 0.119167 -1.165177 0.885457 -0.142 -0.061 0.231
```
Positions in Å, forces in eV/Å.

The calculation puts the HOMO energy (spin up / spin down) at -10.082 / -9.559 eV. The value obtained for the frontier orbital gap (spin up / spin down) is 0.27840 / 0.27805 Eh. The electronic energy comes out at -878.476290 hartree.

=====

[3]
DFT (ωB97M-V/def2-TZVPD) results for 2 unconnected molecules or ions with the total composition CH5OPS at a distorted geometry.

```
9
Properties=species:S:1:pos:R:3:forces:R:3
O -4.747554 -0.346207 -0.482030 -0.119 0.064 0.183
P -4.652478 0.870752 0.349722 -0.336 0.026 0.391
H -5.714752 0.743314 1.414438 0.464 -0.091 -0.575
C 2.908995 -0.073558 -0.171282 4.884 -0.797 -0.040
S 1.255014 0.020468 0.354727 -1.306 -0.223 0.195
H 3.048890 -0.939488 -0.869320 -0.274 1.195 0.085
H 3.754449 -0.405801 0.599060 -2.271 0.705 -0.706
H 3.392290 0.887411 -0.554402 -1.126 -1.252 0.022
H 0.755148 -0.756888 -0.640914 0.084 0.372 0.444
```
Positions in Å, forces in eV/Å.

The calculation puts the HOMO energy at -9.058 eV. The SMILES is O=P.CS. The value obtained for the frontier orbital gap is 0.29349 Eh. The electronic energy comes out at -855.812132 hartree.

=====

[4]
DFT (ωB97M-V/def2-TZVPD) results for a molecular structure, C2H6ClNO2P at a distorted geometry.

```
13
Properties=species:S:1:pos:R:3:forces:R:3
C 0.061553 -0.374307 1.368650 1.484 -1.245 -2.424
C -1.261737 -0.755273 -0.760172 2.271 0.224 -2.622
N -0.222360 -0.035896 -0.061293 -1.150 -1.644 2.545
O 2.992390 0.564507 0.039035 -5.338 0.502 -1.526
O 0.801935 1.118928 -2.110238 -0.752 0.237 -3.944
P 0.931799 0.905905 -0.711153 6.320 -0.260 4.169
Cl 0.530809 2.705686 0.260827 -0.096 0.567 0.345
H -0.520779 0.077868 2.105822 -1.630 0.764 0.871
H 0.148566 -1.481003 1.517586 -0.149 0.841 -0.138
H 1.041993 0.061713 1.445753 0.898 -0.240 0.832
H -1.422284 -0.173455 -1.674953 -0.401 -0.096 0.064
H -0.913837 -1.739686 -1.165392 -0.195 0.343 0.655
H -2.168047 -0.874986 -0.254472 -1.260 0.007 1.173
```
Positions in Å, forces in eV/Å.

The calculation puts the HOMO energy (spin up / spin down) at -3.820 / -3.820 eV. The value obtained for the frontier orbital gap (spin up / spin down) is 0.27350 / 0.27348 Eh. The electronic energy comes out at -1086.587464 hartree. Its charge is -1.